[1]
60
Properties=species:S:1:pos:R:3 method="wB97M-V/def2-TZVPD" multiplicity=1 gap_ev=7.15 molar_mass_g_mol=434.7 total_charge=-1
H -1.992 5.094 -3.121
H -1.969 0.861 -1.969
H 2.779 2.801 5.384
H -1.428 -1.311 1.609
C -1.852 1.940 -2.097
H -1.731 0.149 0.369
H -0.153 1.678 2.427
O 3.619 3.262 3.521
H 0.510 2.972 3.416
O -1.939 -1.833 -1.902
O 0.473 -3.505 -1.317
C -1.996 5.192 -2.031
H 1.996 4.129 4.461
C -1.714 -3.164 -2.541
N -0.742 4.778 0.020
C -1.329 -0.947 0.485
H 0.547 -8.700 -0.601
C 0.713 1.968 3.034
O -0.636 2.328 -1.475
C -2.235 -1.986 -0.463
H -0.170 -1.022 0.234
H -0.128 -8.294 1.209
H 0.057 5.638 -1.711
H 1.517 -7.533 0.651
H 3.253 1.236 3.873
H 1.010 3.471 -1.738
H 0.766 1.281 3.884
C -0.132 -3.580 -2.656
H -2.392 -4.014 -2.060
H -2.805 4.573 -1.634
C -0.634 4.828 -1.445
Ga -0.533 -6.210 -0.479
H -2.118 -3.035 -3.657
C -0.050 3.516 -2.016
H -1.844 -3.072 -0.159
C 0.457 -7.914 0.270
C 0.948 -4.814 -0.842
H -3.372 -1.947 -0.190
H -1.250 3.922 0.258
C 1.990 1.904 2.199
H -2.247 6.232 -1.792
H 1.982 0.941 1.672
H 0.188 4.621 0.411
C 3.282 1.956 3.046
H 1.774 -5.312 -1.519
H -1.860 2.164 -3.168
H 2.771 2.876 0.584
H 1.482 -4.610 0.206
N 1.959 2.977 1.195
H -2.697 2.422 -1.600
H -0.082 3.502 -3.112
S -1.688 -6.919 -2.337
H 2.136 3.857 1.687
H 3.562 4.385 5.226
H -1.543 -6.052 -3.432
H 4.118 1.654 2.403
C 2.944 3.646 4.709
Cl -2.042 -5.607 1.122
H 0.391 -2.758 -3.342
H 0.077 -4.615 -3.159


[2]
56
Properties=species:S:1:pos:R:3 method="wB97M-V/def2-TZVPD" multiplicity=1 gap_ev=4.58 molar_mass_g_mol=315.5 total_charge=+1
C 7.726 -0.168 2.171
H 3.548 1.966 -0.693
H -6.452 -0.078 -1.188
H -0.929 1.780 1.399
P -8.755 -2.134 -0.881
N -1.912 0.330 -1.014
H -2.713 0.194 0.922
H -2.133 -0.262 -3.722
N 5.669 -0.367 0.736
H -2.456 2.650 1.497
H -4.910 -1.210 -0.999
H 0.628 0.626 0.567
H -9.388 -3.162 -0.055
H 8.473 0.560 2.510
H 0.748 1.090 -1.144
C 3.917 1.416 0.183
H 8.247 -0.945 1.604
C -6.000 -0.984 -0.601
C 4.159 -0.540 2.791
C 0.581 0.254 -0.458
H -1.452 1.268 -4.297
C -6.869 -2.370 -0.692
H 4.221 -0.477 -0.780
H -9.139 -2.410 -2.265
C -1.434 0.542 -3.475
H -0.935 -1.153 0.109
H 4.705 0.291 3.248
H 5.671 -1.907 2.146
H 7.216 1.027 0.496
C -1.823 1.231 -2.167
H -0.564 -1.161 -1.580
F -6.643 -3.122 0.565
H -1.434 2.858 0.077
C -0.726 -0.480 -0.735
C -1.782 2.124 0.808
C 6.673 0.532 1.313
H 3.196 -0.172 2.434
H 5.488 0.675 -1.060
H 4.433 2.138 0.820
H 3.948 -1.263 3.588
C -2.525 0.960 0.160
C 4.951 -1.223 1.681
H -6.514 -3.053 -1.573
H 4.274 -1.889 1.128
H 3.040 1.038 0.714
H 6.213 1.328 1.906
S -9.331 -0.142 -0.280
H -5.925 -0.637 0.538
H -1.125 2.054 -1.986
H -10.642 0.031 -0.776
H -2.807 1.688 -2.337
H -0.422 0.126 -3.433
H -3.523 1.313 -0.128
C 4.829 0.283 -0.276
H 1.423 -0.438 -0.584
H 7.288 -0.623 3.066


[3]
59
Properties=species:S:1:pos:R:3 method="wB97M-V/def2-TZVPD" multiplicity=3 gap_ev="10.23 / 8.95" relative_energy_kcal_mol=0.0 molar_mass_g_mol=417.9 total_charge=+2
C 15.346 13.917 18.786
H 18.751 10.549 23.229
C 16.479 9.371 22.080
H 20.174 11.691 16.796
N 19.446 11.998 20.763
H 20.071 6.886 20.356
H 16.167 12.327 17.490
N 16.308 11.729 19.477
H 19.545 13.332 16.431
H 15.975 6.315 17.142
C 19.777 12.610 17.215
O 17.565 10.171 21.605
O 20.556 10.166 19.043
H 18.134 13.935 19.202
H 22.098 9.538 17.799
H 17.903 13.030 21.676
H 16.046 7.805 16.154
H 17.618 6.461 19.375
H 17.479 6.821 16.384
C 16.353 12.839 18.433
O 18.562 8.251 19.861
H 16.689 9.023 23.092
C 18.024 7.356 18.888
C 18.024 11.081 22.602
H 17.723 14.103 17.484
H 20.555 13.035 17.860
H 22.279 10.180 20.189
N 17.420 9.395 17.698
H 19.905 8.297 21.422
C 21.170 9.171 18.242
H 14.336 13.507 18.748
H 15.341 14.679 18.001
H 20.489 8.909 17.432
H 21.393 8.234 18.761
C 20.734 11.311 21.135
Pd 18.263 10.569 19.437
H 21.333 12.019 21.718
C 19.359 7.578 20.816
H 19.277 12.845 22.733
H 15.530 9.906 22.026
C 16.574 7.183 16.878
H 16.051 8.157 18.732
H 15.445 11.238 19.243
H 16.411 8.481 21.456
C 16.926 8.031 18.094
O 18.598 12.315 17.954
H 21.935 11.686 19.357
H 17.944 9.326 16.826
H 18.859 6.998 18.274
H 16.060 12.149 20.372
C 17.753 13.403 18.326
H 18.730 6.977 21.482
H 16.587 9.882 17.368
H 20.505 10.524 21.853
H 19.784 12.890 20.410
H 15.565 14.424 19.724
C 21.470 10.856 19.898
C 18.668 12.317 21.997
H 17.233 11.392 23.289


[4]
65
Properties=species:S:1:pos:R:3 method="wB97M-V/def2-TZVPD" multiplicity=1 gap_ev=7.00 molar_mass_g_mol=417.2
H -2.042 7.686 -2.717
H -4.339 8.126 -3.095
N -2.112 5.837 -1.759
N 0.806 0.786 -0.543
H -4.089 4.587 -0.240
H 0.559 2.870 -0.406
H -0.665 -0.240 -1.611
H 5.390 -6.295 -1.756
C -2.687 6.798 -2.705
H 2.140 2.285 0.017
H -1.892 3.791 -1.415
H -0.116 5.329 0.060
H -4.122 3.086 -1.164
H -1.494 7.359 -0.459
F 1.315 -4.183 1.132
H 2.656 -0.004 0.036
O 5.364 -6.590 1.139
C -3.986 4.172 -1.246
H -1.092 1.392 -1.221
O -0.223 -7.268 3.193
O 1.218 -5.363 -1.230
H 2.906 -5.669 2.478
C 1.608 -0.323 -0.025
C -1.452 -0.011 0.360
C 0.728 2.160 1.612
C 1.580 -1.572 -0.907
C 1.071 2.060 0.131
H -0.937 6.028 1.462
H 0.592 -2.039 -0.917
B 4.364 -6.599 0.016
H -0.349 2.233 1.774
C 2.975 -7.479 0.002
H 2.641 -7.555 -1.139
H -2.619 6.392 -3.722
N 1.889 -6.985 0.929
C 2.379 -6.730 2.337
H 3.274 -8.592 0.304
H 1.113 1.315 2.189
C -2.625 4.469 -1.869
H -1.725 0.794 1.047
O 4.753 -5.755 -1.168
H -4.284 7.573 -1.423
C -1.097 5.513 0.512
O -0.548 -6.035 0.432
O 1.436 -6.044 4.759
H 1.310 -0.602 0.990
S 0.975 -5.652 0.270
H -2.651 4.170 -2.924
H 1.174 3.069 2.032
H -0.850 -6.472 3.318
H -0.954 -0.802 0.927
H 2.290 -2.311 -0.527
H -2.390 -0.430 -0.025
H -4.844 6.488 -2.713
C -1.971 6.371 -0.403
H 5.440 -7.576 1.397
B 1.121 -6.714 3.448
H -4.805 4.545 -1.865
C -4.118 7.262 -2.458
H -2.942 6.525 0.077
H 2.125 -5.321 4.609
H 1.864 -1.331 -1.938
H -1.566 4.551 0.734
C -0.608 0.501 -0.803
H 3.139 -7.580 2.671


[5]
62
Properties=species:S:1:pos:R:3 method="wB97M-V/def2-TZVPD" multiplicity=1 gap_ev=7.71 molar_mass_g_mol=348.3
H 2.694 3.051 -3.974
H 2.367 2.207 1.791
H -4.424 0.513 -0.267
O -3.629 -2.628 0.457
H 1.901 -5.554 3.103
H -1.699 1.588 -3.037
C 1.048 -5.091 2.603
H 4.133 4.602 1.114
H 2.526 1.273 -2.198
H 1.099 -4.044 2.941
Li -0.244 -0.320 -2.096
O -1.318 -4.634 2.586
H 4.263 0.877 1.665
H 2.430 4.761 1.585
C 2.352 0.965 -3.243
H 1.028 2.683 -3.768
H -2.199 -4.971 2.744
H -4.199 -2.747 1.222
H -0.367 -5.671 4.155
O 1.376 0.006 -3.467
Li 1.957 -1.859 -2.473
C 4.393 1.880 1.259
C -5.676 -1.889 -0.602
C -2.223 2.512 -1.462
H 0.439 0.304 1.667
H 2.997 3.890 0.087
H -1.745 4.376 -0.683
H 5.384 2.260 1.521
H -2.619 2.143 -0.516
H -0.299 -1.941 0.945
H -6.319 -2.129 0.244
H 2.952 3.497 3.595
H 2.078 -4.958 0.962
C -0.299 -5.544 3.073
H -0.707 -6.412 2.539
C 3.166 4.089 1.147
H -6.088 -1.074 -1.202
C -4.196 -1.610 -0.382
H -3.705 -1.616 -1.356
C 1.978 2.226 -4.065
O 0.619 -1.817 -0.944
H -0.614 3.932 -1.967
H 4.401 1.847 0.169
H 1.872 1.908 -5.101
O -0.227 3.029 -0.154
O 1.151 -5.063 1.189
H 1.476 -1.811 0.971
H -4.221 -0.255 1.304
O 3.649 2.922 3.255
C -3.884 -0.278 0.263
C 0.555 -0.005 0.623
C 0.567 -1.522 0.422
C 3.315 2.750 1.885
H 0.553 2.866 -0.696
H -2.832 -0.004 0.346
H -5.741 -2.775 -1.240
H -0.346 0.405 0.157
C -1.152 3.553 -1.097
H -3.025 2.934 -2.067
H 3.304 0.614 -3.673
O -1.535 1.408 -2.102
H 1.512 0.355 0.242


[6]
56
Properties=species:S:1:pos:R:3 method="wB97M-V/def2-TZVPD" multiplicity=1 gap_ev=10.01 relative_energy_kcal_mol=0.0 molar_mass_g_mol=270.5
H -0.693 -0.203 -2.205
H -1.424 -2.471 -0.668
H 4.088 3.675 2.248
O 3.966 4.416 4.128
H -2.198 3.423 2.564
C -2.784 2.566 2.863
H -3.041 2.080 1.899
O 1.921 0.257 -0.343
C -1.395 -4.896 -1.923
C -0.250 2.902 -1.505
H -1.509 -5.025 -0.961
H 3.500 2.460 3.404
H 1.078 0.736 -0.377
H 0.032 -2.809 -1.938
H 1.682 3.196 1.944
C -1.927 -7.381 -2.090
H -1.225 -1.311 -3.463
C -2.155 -5.976 -2.735
H 2.098 4.908 2.744
H 4.922 4.470 3.937
C -1.841 -3.484 -2.364
O -0.681 1.403 3.368
H 4.044 -0.365 -2.034
O -0.363 1.740 0.612
H -1.040 -7.826 -2.016
H -2.539 0.948 4.399
C -0.708 2.964 -0.004
H -3.259 -5.763 -2.879
H 3.157 2.046 -0.585
H -0.409 3.852 0.405
H -3.004 -3.149 -2.197
C 4.136 0.461 -1.421
H -1.524 -5.759 -3.757
H -2.014 -3.443 -3.352
H -0.720 3.795 -1.799
H -1.798 2.403 4.818
C 2.156 3.840 2.838
H -3.749 2.960 3.302
H -2.366 -7.450 -1.041
H 4.689 1.209 -2.000
H -2.449 -0.744 -2.284
H -2.536 -8.142 -2.728
H 0.878 2.920 -1.696
H -0.144 0.992 4.199
H 2.228 1.044 -1.949
C -1.020 -2.413 -1.699
C 3.592 3.561 3.136
C -1.355 -1.044 -2.393
H 4.662 0.165 -0.519
H -0.448 1.791 1.530
H -1.766 2.945 -0.049
C 2.840 1.058 -1.089
H 1.637 3.460 3.795
C -1.947 1.838 3.921
H -0.728 2.027 -2.094
H -0.300 -4.858 -1.897


[7]
69
Properties=species:S:1:pos:R:3 method="wB97M-V/def2-TZVPD" multiplicity=1 gap_ev=6.42 relative_energy_kcal_mol=0.0 molar_mass_g_mol=540.4 total_charge=+1
Br -0.598 6.344 -1.141
H -4.795 -2.366 0.801
N -2.784 -3.091 0.748
H 3.684 3.639 1.602
H 4.295 2.725 3.007
H 0.508 -2.426 -1.707
C -1.664 4.170 -2.459
H -0.716 -1.624 -2.702
H -2.090 0.032 -2.653
H -3.600 -2.120 -3.073
H 2.294 -2.076 3.144
H 5.409 3.277 1.799
N -1.510 -3.115 -1.410
N -2.483 3.130 -2.690
H -2.530 -4.055 2.584
H -0.406 3.042 -5.098
H -1.222 -2.961 2.161
C 1.569 2.089 3.251
O 2.469 0.988 -0.373
N -0.722 4.268 -3.408
H 0.791 2.839 3.412
H -1.911 -5.006 -0.540
H 2.504 2.549 3.545
N -3.160 -1.133 -1.230
C -2.671 0.144 -1.728
H 5.158 -0.051 2.805
H 2.381 -2.080 1.371
H -0.224 -3.263 -3.090
C 4.402 2.878 1.933
H -0.650 -4.992 -1.753
C -1.069 -4.435 -0.914
N 3.107 -0.295 2.329
H 4.869 -1.233 1.517
C 0.197 1.380 1.421
H 4.739 2.448 -0.709
N -0.960 3.232 -4.277
N 4.281 1.624 1.209
C 2.188 -1.460 2.252
H -0.309 -4.368 -0.132
C -2.008 2.588 -3.776
H -2.755 -2.299 2.733
C 5.060 1.654 -0.023
H -4.622 -2.581 -1.708
H 0.028 4.928 -3.550
H -3.496 0.833 -1.919
H -0.465 2.239 1.575
N 1.555 1.703 1.852
H 6.113 1.811 0.223
P -2.012 -1.945 -0.270
C -2.303 -3.090 2.126
H 4.476 -1.614 3.201
C -4.084 -1.755 -2.157
H 0.178 1.136 0.362
O -1.607 -0.891 0.693
N -1.786 4.980 -1.420
H -4.837 -1.018 -2.447
H -2.029 0.603 -0.977
C 4.480 -0.821 2.452
H -4.522 -3.973 1.494
H -2.539 4.845 -0.762
C -0.421 -2.580 -2.265
F -2.480 1.511 -4.329
H -0.225 0.532 1.963
H 1.149 -1.125 2.211
H 4.989 0.707 -0.553
H -4.516 -3.796 -0.230
C -4.223 -3.296 0.694
P 2.764 0.812 1.074
H 1.370 1.252 3.932


[8]
68
Properties=species:S:1:pos:R:3 method="wB97M-V/def2-TZVPD" multiplicity=1 gap_ev=6.13 molar_mass_g_mol=550.6 total_charge=-1
H -0.810 -0.122 -1.375
H -6.593 2.074 -9.416
H -1.932 -1.207 0.580
F 2.389 -3.542 4.073
H 11.946 -0.139 7.461
H 9.877 0.613 6.251
F 0.848 -2.050 4.608
H 0.172 1.648 4.426
C -5.050 2.446 -7.957
H -7.712 -1.725 -3.344
F 1.821 -1.955 2.690
C -0.296 -0.886 -0.789
C -3.375 1.675 -4.221
H -0.723 2.890 3.562
O 6.848 -1.958 4.798
H 0.972 -0.907 0.677
C -7.203 0.286 -2.735
H -0.792 -2.541 0.510
H 0.544 0.570 2.278
C -7.629 -0.724 -3.781
H -1.941 -2.297 -0.823
C -1.910 1.538 -4.588
H 11.519 -1.828 7.117
H -8.596 -0.454 -4.206
Ga 4.452 -0.402 3.371
H 9.370 -2.160 6.045
H 11.926 -0.747 5.793
O -3.620 1.099 -2.944
P 6.436 -1.676 3.182
H -1.526 1.956 4.843
O 0.514 -0.228 0.168
C 9.966 -0.406 6.626
F 2.436 -0.358 5.332
H -3.071 1.565 -2.303
Cl 5.838 -3.487 2.240
H -4.003 1.156 -4.946
H -1.322 -0.118 3.440
H -1.707 1.972 -5.569
O -0.312 0.815 1.908
H -4.756 3.410 -8.370
C 3.138 -1.366 4.662
H -6.209 1.838 -6.517
C -1.242 0.876 2.985
H 3.811 0.003 1.971
C -0.810 1.902 4.019
O -5.957 2.693 -6.889
H -6.015 0.626 -8.608
C 2.040 -2.254 3.976
F 3.804 -2.162 5.568
H -3.674 2.727 -4.197
H 0.348 -1.464 -1.464
H -1.616 0.487 -4.599
H -5.830 -1.014 -4.473
C -5.699 1.585 -9.025
C 11.426 -0.798 6.761
H -5.010 1.399 -9.851
H -4.156 1.955 -7.555
O 9.299 -1.260 5.706
H -6.223 0.027 -2.327
H -7.923 0.333 -1.916
H -1.281 2.039 -3.848
H -7.111 1.279 -3.180
H 7.738 -2.325 4.841
H 9.458 -0.464 7.594
H -2.214 1.144 2.566
C -1.303 -1.788 -0.096
O -6.683 -0.765 -4.850
H 4.897 0.949 4.133


Please write out number 6 again, unchanged.
56
Properties=species:S:1:pos:R:3 method="wB97M-V/def2-TZVPD" multiplicity=1 gap_ev=10.01 relative_energy_kcal_mol=0.0 molar_mass_g_mol=270.5
H -0.693 -0.203 -2.205
H -1.424 -2.471 -0.668
H 4.088 3.675 2.248
O 3.966 4.416 4.128
H -2.198 3.423 2.564
C -2.784 2.566 2.863
H -3.041 2.080 1.899
O 1.921 0.257 -0.343
C -1.395 -4.896 -1.923
C -0.250 2.902 -1.505
H -1.509 -5.025 -0.961
H 3.500 2.460 3.404
H 1.078 0.736 -0.377
H 0.032 -2.809 -1.938
H 1.682 3.196 1.944
C -1.927 -7.381 -2.090
H -1.225 -1.311 -3.463
C -2.155 -5.976 -2.735
H 2.098 4.908 2.744
H 4.922 4.470 3.937
C -1.841 -3.484 -2.364
O -0.681 1.403 3.368
H 4.044 -0.365 -2.034
O -0.363 1.740 0.612
H -1.040 -7.826 -2.016
H -2.539 0.948 4.399
C -0.708 2.964 -0.004
H -3.259 -5.763 -2.879
H 3.157 2.046 -0.585
H -0.409 3.852 0.405
H -3.004 -3.149 -2.197
C 4.136 0.461 -1.421
H -1.524 -5.759 -3.757
H -2.014 -3.443 -3.352
H -0.720 3.795 -1.799
H -1.798 2.403 4.818
C 2.156 3.840 2.838
H -3.749 2.960 3.302
H -2.366 -7.450 -1.041
H 4.689 1.209 -2.000
H -2.449 -0.744 -2.284
H -2.536 -8.142 -2.728
H 0.878 2.920 -1.696
H -0.144 0.992 4.199
H 2.228 1.044 -1.949
C -1.020 -2.413 -1.699
C 3.592 3.561 3.136
C -1.355 -1.044 -2.393
H 4.662 0.165 -0.519
H -0.448 1.791 1.530
H -1.766 2.945 -0.049
C 2.840 1.058 -1.089
H 1.637 3.460 3.795
C -1.947 1.838 3.921
H -0.728 2.027 -2.094
H -0.300 -4.858 -1.897